{"formula": "C3H19O8Zr", "method": "ωB97M-V/def2-TZVPD", "symbols": ["Zr", "C", "O", "H", "H", "H", "C", "O", "H", "H", "H", "C", "O", "H", "H", "H", "O", "H", "H", "O", "H", "H", "O", "H", "H", "O", "H", "H", "O", "H", "H"], "coordinates": [[-0.0013, 0.0214, 0.2150], [3.5592, 0.0748, 0.8742], [2.1139, 0.1746, 0.7589], [4.0412, 1.0282, 0.6580], [3.8678, -0.1875, 1.8861], [3.9042, -0.6806, 0.1681], [-2.6402, -2.0563, -1.2279], [-1.5562, -1.2129, -0.8549], [-3.6001, -1.5901, -1.0054], [-2.6056, -2.1875, -2.3094], [-2.5902, -3.0781, -0.8519], [-0.6662, 2.6410, -2.1503], [-0.3265, 1.7373, -1.1343], [-1.7411, 2.8216, -2.1544], [-0.2473, 3.6384, -2.0160], [-0.3178, 2.2979, -3.1244], [0.7787, -2.4025, 0.4147], [1.4497, -2.7317, 1.0128], [0.5261, -3.1652, -0.1057], [-0.3396, -0.7615, 2.3121], [0.2758, -1.0097, 3.0020], [-1.2036, -0.8923, 2.7028], [1.0360, -0.7323, -1.6795], [1.8846, -0.4828, -2.0454], [0.5492, -1.0877, -2.4231], [-2.0032, 0.7420, 0.9833], [-2.2404, 0.7409, 1.9106], [-2.5115, 1.4602, 0.6064], [0.1828, 1.9206, 1.7446], [0.8078, 2.5892, 1.4644], [-0.3864, 2.3707, 2.3688]], "lowdin_charge": [1.848, -0.189, -0.511, 0.063, 0.062, 0.060, -0.231, -0.494, 0.064, 0.056, 0.060, -0.240, -0.484, 0.064, 0.060, 0.063, -0.111, 0.065, 0.070, -0.236, 0.054, 0.009, -0.127, 0.089, 0.083, -0.215, 0.008, 0.077, -0.146, 0.068, 0.058], "homo_ha": [-0.12343, -0.31933], "lumo_ev": [0.0, -0.1], "s2": 0.75, "orbital_gap_ev": [3.316, 8.572], "multiplicity": 2}



{"formula": "C3H2", "method": "ωB97M-V/def2-TZVPD", "symbols": ["C", "C", "C", "H", "H"], "coordinates": [[0.3773, -0.8325, -0.1891], [-0.7716, 0.5403, -0.2217], [0.2878, 0.5729, 0.4983], [1.0575, -0.9804, -1.0371], [0.1168, -1.7333, 0.3807]], "lowdin_charge": [-0.297, -0.304, -0.392, -0.004, -0.004], "homo_ha": [-0.07969, -0.11115], "lumo_ev": [5.3, 5.1], "e_above_lowest_kj_mol": 162.38, "charge": -1, "s2": 0.76, "orbital_gap_ev": [7.440, 8.173], "multiplicity": 2}



{"formula": "C3H21N2O6", "method": "ωB97M-V/def2-TZVPD", "symbols": ["N", "C", "C", "O", "C", "N", "H", "H", "H", "H", "H", "H", "H", "H", "H", "H", "H", "H", "H", "O", "H", "H", "O", "H", "H", "O", "H", "H", "O", "H", "H", "O"], "coordinates": [[-0.7999, -0.4149, -0.4828], [-1.5109, -0.0628, 0.7786], [-0.7965, 0.6609, 1.9380], [0.5446, 0.8234, 1.4926], [-2.7985, 0.7104, 0.4119], [-3.6298, 0.1153, -0.6396], [-1.3725, -0.4939, -1.3139], [-0.2012, -1.2012, -0.2495], [-0.1239, 0.3382, -0.7102], [-1.9707, -0.9907, 1.1659], [-0.8203, 0.0009, 2.7846], [-1.1696, 1.6619, 2.0738], [1.2099, 0.4515, 2.1373], [-3.3663, 0.6065, 1.3620], [-2.8016, 1.8067, 0.2310], [-3.8730, -0.8541, -0.6116], [-4.3339, 0.7781, -0.9021], [2.3555, -1.5059, -1.0310], [2.4866, -1.0483, 0.4804], [2.0441, -1.6821, -0.1282], [3.1247, -1.0378, 2.9251], [3.3096, -0.1758, 1.6898], [2.5780, -0.5480, 2.2641], [0.9201, 2.1452, -1.9997], [1.8104, 1.1528, -2.6050], [1.2112, 1.2309, -1.8369], [2.9310, 0.9450, 0.3403], [4.3466, 1.4482, 0.7867], [3.8610, 1.0259, 0.0630], [-1.7336, -2.3773, -3.3475], [-0.3131, -1.8737, -3.7743], [-1.1184, -1.6353, -3.2929]], "lowdin_charge": [0.200, -0.299, -0.203, -0.138, -0.269, -0.009, 0.098, 0.110, 0.092, 0.138, 0.114, 0.113, 0.050, 0.113, 0.128, 0.061, 0.064, 0.016, -0.033, -0.119, 0.090, 0.037, -0.124, 0.030, 0.027, -0.148, -0.013, 0.036, -0.094, 0.025, 0.021, -0.113], "homo_ha": [-0.08260, -0.35562], "lumo_ev": [0.4, 0.4], "e_above_lowest_kj_mol": 191.62, "s2": 0.75, "orbital_gap_ev": [2.681, 10.086], "multiplicity": 2}



{"formula": "C3H21N2O8S", "method": "ωB97M-V/def2-TZVPD", "symbols": ["N", "C", "C", "S", "C", "N", "O", "H", "H", "H", "H", "H", "H", "H", "H", "H", "O", "H", "H", "O", "H", "H", "O", "H", "H", "O", "H", "H", "O", "H", "H", "O", "H", "H", "O"], "coordinates": [[1.3701, -0.8999, -0.8004], [0.0536, -0.3242, -0.4122], [-0.9282, -0.0561, -1.5604], [-0.6167, -1.0036, -3.0867], [-0.6127, -1.2372, 0.6134], [-0.6371, -2.5788, 0.4676], [-1.1414, -0.7279, 1.6104], [1.7580, -0.4095, -1.5639], [1.2944, -1.8490, -1.1291], [0.3089, 0.6779, 0.0770], [-1.9507, -0.2193, -1.2885], [-0.8648, 1.0116, -1.8241], [-0.2973, -3.0603, -0.4302], [-1.1370, -3.1992, 1.1127], [1.6222, 1.8984, 2.0937], [2.7699, 1.2346, 1.4500], [2.4354, 2.1293, 1.5738], [2.3176, -0.5519, 2.2284], [2.5446, -0.7535, 0.7784], [2.9840, -0.4881, 1.5924], [-0.3068, 2.0894, 2.2747], [-0.2902, 0.6182, 2.3857], [0.1067, 1.3903, 2.7003], [-1.7445, 2.5582, 0.8534], [-0.3299, 3.2095, 0.3909], [-1.0721, 3.1999, 1.1286], [1.0655, 2.1962, -1.1136], [1.6365, 2.7044, 0.2087], [1.0259, 2.9401, -0.5291], [-0.7369, -4.3139, -2.1841], [-0.1382, -2.8348, -2.5425], [-0.0329, -3.7231, -1.9447], [-2.2314, 0.4379, 1.0660], [-3.3802, 1.3305, 1.4867], [-2.8369, 1.1968, 0.8110]], "lowdin_charge": [0.031, -0.351, -0.622, 0.367, -0.462, 0.189, -0.034, 0.053, 0.043, 0.127, 0.036, 0.050, 0.065, 0.121, 0.014, -0.010, -0.087, 0.014, 0.003, -0.034, -0.043, -0.034, -0.012, -0.018, 0.050, -0.131, 0.024, 0.010, -0.064, 0.016, -0.090, -0.218, 0.036, -0.024, -0.015], "homo_ha": -0.15289, "lumo_ev": 3.0, "e_above_lowest_kj_mol": 0.00, "charge": -1, "orbital_gap_ev": 7.154, "multiplicity": 1}



{"formula": "C3H22N2O6S", "method": "ωB97M-V/def2-TZVPD", "symbols": ["C", "C", "S", "N", "C", "N", "H", "H", "H", "H", "H", "H", "H", "H", "H", "H", "H", "H", "O", "H", "H", "O", "H", "H", "O", "H", "H", "O", "H", "H", "O", "H", "H", "O"], "coordinates": [[0.9788, 0.1146, -2.0069], [2.3022, 0.7812, -1.6317], [2.2074, 2.6060, -1.6818], [0.3969, -0.6046, -0.8432], [-0.6048, -1.6807, -0.9618], [-1.2093, -2.0179, 0.3288], [0.1756, 0.9297, -2.3735], [1.2355, -0.6512, -2.8428], [3.1208, 0.6157, -2.3798], [2.5191, 0.5289, -0.5304], [3.2234, 2.9897, -0.9814], [-0.0831, 0.1474, -0.2681], [-1.3203, -1.5905, -1.8097], [0.0087, -2.5442, -1.3537], [-0.3723, -2.2177, 1.0308], [-1.7826, -1.3934, 0.8703], [2.2711, -3.6867, 0.0427], [1.6262, -2.2455, 0.2228], [2.0255, -2.9539, 0.7894], [1.0740, -2.1373, 3.4012], [0.8252, -3.0408, 2.3470], [0.3347, -2.3923, 2.8561], [0.4770, 0.0403, 3.0226], [-0.5224, 0.9596, 2.4011], [0.0400, 0.7167, 3.1858], [-0.9525, 2.4462, 1.4943], [-2.1897, 1.7102, 0.7563], [-1.2563, 1.6765, 1.0485], [-3.9951, 2.0093, -0.7205], [-3.8085, 0.6841, -0.1381], [-3.7947, 1.5702, 0.0633], [-0.2130, 2.8781, -1.2519], [-1.6181, 2.4694, -0.8976], [-1.1194, 3.2833, -1.1881]], "lowdin_charge": [-0.306, -0.538, 0.740, -0.112, -0.343, 0.013, 0.128, 0.136, 0.066, 0.099, -0.174, 0.101, 0.107, 0.109, 0.071, 0.049, 0.141, 0.009, -0.134, 0.046, 0.006, -0.062, -0.145, 0.010, 0.019, 0.061, 0.018, -0.064, 0.043, 0.026, 0.044, -0.053, 0.010, -0.120], "homo_ha": -0.34085, "lumo_ev": 0.2, "e_above_lowest_kj_mol": 253.30, "orbital_gap_ev": 9.442, "smiles": "NCNCCS.O.O.O.O.O.O", "multiplicity": 1}